# 1
ORCA calculation (ωB97M-V/def2-TZVPD) on a 8-piece molecular cluster, C50H54F7INO2PSi overall at a distorted geometry.

Element x y z (Å)
I -4.414 -3.284 -0.947
P -1.533 0.590 -1.727
Si 2.715 -1.349 -1.646
F 4.131 1.433 -4.902
F 11.300 1.874 -2.832
F 0.458 -3.274 -4.823
F 1.615 3.223 9.695
F -4.920 -7.378 -5.275
F -4.617 2.165 7.147
F -1.601 3.901 1.065
O 1.725 0.099 -1.531
O -2.405 -1.654 0.695
N 0.100 2.406 -3.282
C 0.002 -5.209 -6.093
C 9.284 2.423 0.133
C -5.820 -5.570 -4.058
C -0.272 -4.382 -5.009
C 10.698 1.653 -1.656
C -0.754 -6.365 -6.282
C -8.024 1.353 8.090
C 6.562 4.122 -4.807
C -3.616 4.450 4.029
C -6.743 -4.527 -3.968
C -3.449 3.224 4.677
C 1.029 0.126 -0.236
C -5.955 2.200 7.201
C -2.057 -5.837 -4.311
C -6.709 -6.172 -6.227
C 3.758 -1.532 0.009
C 9.451 1.197 0.781
C -2.036 2.455 2.876
C -1.293 -4.686 -4.115
C -0.699 1.108 -3.392
C -0.393 0.944 -0.226
C 1.697 -3.001 -1.784
C 5.346 3.454 -4.947
C -2.985 4.681 2.807
C -1.478 2.944 7.821
C 6.447 1.352 -4.467
C 7.665 2.019 -4.338
C 10.243 0.201 0.207
C -6.647 3.126 6.427
C -0.121 3.100 8.103
C -1.847 -1.326 -1.889
C -8.040 3.160 6.478
C 9.916 2.654 -1.089
C -1.784 -6.677 -5.393
C -0.590 2.910 10.471
C -7.639 -5.137 -6.133
C 0.311 3.079 9.425
C -2.203 3.681 2.241
C -8.727 2.275 7.313
C 10.865 0.428 -1.020
C -2.391 2.780 8.866
C 7.720 3.404 -4.505
C 5.299 2.075 -4.773
C -1.949 2.766 10.190
C -5.810 -6.381 -5.187
C -6.631 1.311 8.029
C -7.653 -4.315 -5.006
C -2.680 -1.932 -0.593
C 4.021 -1.269 -3.073
C -2.658 2.228 4.103
H -1.824 2.951 6.791
H -0.861 -1.920 -2.129
H 0.102 0.258 -3.635
H -2.560 -1.498 -2.830
H -9.814 2.304 7.356
H -2.662 2.642 11.001
H 1.751 0.710 0.513
H 4.275 -0.524 0.301
H -2.526 1.276 4.611
H 0.886 -2.941 -0.911
H -8.376 -3.504 -4.934
H 8.569 1.461 -4.107
H -8.352 -4.972 -6.938
H -0.990 0.554 0.731
H 8.962 1.019 1.736
H 4.438 3.995 -5.190
H -2.862 -6.080 -3.622
H 4.291 -2.395 -3.350
H -1.472 1.107 -4.279
H 6.384 0.277 -4.333
H 8.670 3.925 -4.400
H 1.075 -2.935 -2.795
H 0.602 3.236 7.305
H 11.476 -0.339 -1.485
H 2.353 -3.970 -1.734
H 9.804 3.603 -1.603
H -0.356 3.092 -3.945
H -0.541 -7.023 -7.122
H -6.069 0.595 8.620
H 8.664 3.196 0.580
H -8.560 0.667 8.741
H -0.238 2.110 -0.021
H 4.572 -2.348 -0.243
H -6.096 3.811 5.791
H -3.450 2.664 8.646
H -6.753 -3.883 -3.093
H -1.425 1.689 2.411
H 0.955 -0.976 0.212
H 10.374 -0.752 0.715
H 1.071 2.237 -3.682
H -4.236 5.223 4.477
H -3.096 5.630 2.293
H -3.938 3.046 5.633
H 3.054 -1.941 0.854
H 5.038 -0.756 -2.764
H 6.606 5.202 -4.932
H 3.537 -0.684 -3.982
H -5.110 -5.755 -3.258
H -1.485 -4.027 -3.275
H -6.678 -6.815 -7.101
H 0.801 -4.947 -6.779
H -0.228 2.892 11.493
H -8.590 3.875 5.871
H -2.377 -7.577 -5.543

Computed properties:
- net charge = 0
- DFT total energy (eV) = -102596.584
- SMILES string = C[Si](C)(C)OCCP(CN)CC(=O)I.Fc1ccccc1.Fc1ccccc1.Fc1ccccc1.Fc1ccccc1.Fc1ccccc1.Fc1ccccc1.Fc1ccccc1
- frontier orbital gap (eV) = 7.65
- HOMO (eV) = -7.86
- LUMO (eV) = -0.21



# 2
ORCA calculation (ωB97M-V/def2-TZVPD) on C50H55MoN5OP2S as an isolated structure at a distorted geometry.

Element x y z (Å)
Mo 0.803 -0.740 0.085
S -8.710 3.428 -4.082
P -0.720 1.146 1.104
P 1.999 0.589 1.661
O -2.632 -4.112 -1.117
N 0.379 -0.166 -1.834
N -7.065 4.712 -5.724
N 1.599 -2.303 0.238
N -2.648 -1.924 -1.724
N 0.725 1.843 1.860
C -2.754 2.662 -0.077
C 5.882 1.461 0.916
C 2.816 0.878 4.246
C -0.977 -0.409 -3.801
C 4.033 -1.168 -1.658
C -4.718 4.657 -5.795
C -2.649 2.088 2.990
C -0.470 0.820 -4.331
C 4.632 3.372 0.165
C -2.482 4.636 -1.463
C 2.668 -2.802 -3.101
C -0.527 3.280 -0.791
C 1.226 -5.279 3.152
C 4.335 -4.591 -0.652
C -3.519 1.919 4.069
C -5.906 5.068 -6.304
C 2.131 -1.688 5.026
C 2.099 -4.491 1.019
C 5.879 2.727 0.301
C 0.825 -4.750 1.749
C -4.679 3.915 -4.592
C 2.346 -3.368 0.146
C 0.748 2.978 2.729
C 2.576 -0.752 5.962
C -7.171 3.883 -4.621
C -0.638 -0.800 -2.492
C -4.770 -3.001 -1.244
C -1.109 4.313 -1.518
C -3.295 -3.119 -1.407
C 0.953 0.934 -2.369
C -0.316 -3.739 1.728
C 2.135 -1.331 3.661
C -3.294 3.744 -0.791
C -1.375 2.475 0.041
C 0.500 1.472 -3.555
C -3.610 0.692 4.734
C 3.009 -5.586 1.031
C -2.837 -0.393 4.313
C 2.953 0.495 5.561
C -5.906 3.636 -3.946
C -1.219 -1.964 -1.704
C 4.195 -5.604 0.291
C -1.896 -0.178 3.257
C 4.722 0.791 1.305
C 3.454 -3.520 -0.817
C 3.494 1.492 1.204
C 3.708 -2.620 -2.047
C -1.813 1.040 2.550
C 3.454 2.809 0.658
C 2.308 -0.001 3.302
H -5.959 3.126 -2.968
H -0.894 -1.774 -0.638
H 4.332 -0.674 -2.568
H 3.316 1.231 6.288
H -7.971 4.770 -6.164
H -4.993 -2.368 -0.314
H 2.693 -1.023 7.027
H 0.398 -5.640 1.240
H 6.811 0.874 1.015
H 2.945 -2.255 -4.005
H 1.818 -2.735 5.333
H -5.233 -2.528 -2.115
H 1.312 -6.377 3.029
H 5.192 -4.637 -1.355
H -2.845 -1.408 4.689
H 4.803 -0.172 1.776
H -5.189 -3.958 -1.054
H -3.836 5.051 -6.319
H 4.646 -3.007 -2.357
H 4.838 -1.053 -0.920
H -2.846 5.424 -2.061
H 0.584 3.059 -0.753
H 4.970 -6.353 0.427
H 0.954 2.356 -3.883
H -1.142 -0.915 2.962
H -3.374 2.026 0.535
H 1.625 3.652 2.618
H 6.799 3.196 -0.074
H -3.726 3.579 -4.217
H 2.429 -3.831 -3.325
H -0.825 1.295 -5.262
H 0.782 2.741 3.799
H -0.132 3.661 2.662
H -3.134 -1.030 -2.040
H -2.550 3.094 2.555
H -0.977 -2.946 -2.111
H 0.424 -5.173 3.868
H 4.605 4.344 -0.316
H -5.865 5.705 -7.197
H 3.170 -0.622 -1.357
H 1.778 -1.942 2.901
H 1.701 -2.348 -2.809
H -1.000 -3.920 2.555
H 3.321 1.846 4.032
H 1.792 1.425 -1.864
H 2.784 -6.361 1.766
H 2.535 3.381 0.615
H -0.983 -3.812 0.854
H -0.541 4.900 -2.261
H -4.120 2.725 4.385
H -1.736 -1.062 -4.349
H -4.212 0.551 5.609
H 0.039 -2.736 1.877
H -4.366 3.915 -0.744
H 2.173 -4.825 3.489

Computed properties:
- net charge = +2
- DFT total energy (eV) = -93491.893
- multiplicity = 3
- frontier orbital gap (spin up / spin down) (eV) = 4.16 / 1.47
- HOMO (spin up / spin down) (eV) = -10.67 / -10.46
- LUMO (spin up / spin down) (eV) = -6.51 / -8.99